Arrangement w

Entry from the OMol25 dataset: a structure of composition H26NeO13 (ωB97M-V/def2-TZVPD).

Summary:
- HOMO level: -9.46 eV
- Total charge: 0

```
40
Properties=species:S:1:pos:R:3:mulliken_charge:R:1
Ne -18.499 -10.739 -7.025 0.06
O -21.252 -11.681 -4.685 -0.62
O -17.646 -7.507 -7.901 -0.64
O -16.740 -7.632 -5.309 -0.71
O -18.608 -10.864 -4.350 -0.51
O -15.918 -9.082 -9.198 -0.67
O -20.109 -12.453 -8.894 -0.75
O -17.291 -11.331 -10.107 -0.59
O -19.907 -8.227 -6.471 -0.65
O -15.609 -10.227 -5.552 -0.69
O -21.612 -10.431 -7.759 -0.59
O -19.207 -8.374 -10.482 -0.64
O -18.349 -13.627 -7.143 -0.66
O -15.757 -12.603 -7.121 -0.67
H -16.667 -12.846 -7.293 0.32
H -17.686 -6.709 -8.429 0.31
H -16.261 -10.749 -5.084 0.29
H -22.376 -10.531 -7.191 0.24
H -19.237 -7.436 -10.667 0.28
H -16.756 -6.680 -5.213 0.28
H -20.567 -11.815 -8.347 0.38
H -18.545 -7.640 -7.599 0.39
H -22.022 -11.639 -5.251 0.27
H -19.627 -11.922 -9.529 0.33
H -16.775 -12.127 -9.981 0.28
H -17.509 -11.330 -11.039 0.28
H -18.946 -13.216 -7.768 0.40
H -16.497 -8.673 -8.555 0.35
H -15.812 -11.734 -6.725 0.46
H -16.431 -9.805 -9.558 0.36
H -21.906 -9.845 -8.456 0.28
H -16.018 -9.367 -5.653 0.35
H -17.165 -7.796 -6.151 0.39
H -18.838 -13.643 -6.320 0.28
H -21.551 -11.331 -3.845 0.30
H -20.575 -7.926 -5.856 0.26
H -20.106 -9.154 -6.607 0.30
H -18.591 -11.568 -3.701 0.27
H -19.490 -10.900 -4.720 0.30
H -18.553 -8.461 -9.788 0.36
```



Arrangement x

Entry from the OMol25 dataset: a structure of composition H26NeO13 (ωB97M-V/def2-TZVPD).

Summary:
- HOMO level: -9.80 eV
- Total charge: 0

```
40
Properties=species:S:1:pos:R:3:mulliken_charge:R:1
Ne 0.255 0.236 0.376 0.03
O 1.123 -0.135 -3.160 -0.57
O -0.557 0.049 3.373 -0.66
O -1.706 2.827 -0.812 -0.58
O -0.516 -2.330 -2.207 -0.69
O 0.299 2.569 -3.034 -0.68
O 1.621 2.026 2.494 -0.67
O 2.344 2.560 0.029 -0.70
O 3.229 0.041 -0.579 -0.72
O -2.876 0.352 -1.764 -0.59
O -0.786 -2.767 2.515 -0.60
O 2.962 -1.773 1.561 -0.69
O -3.941 0.566 0.947 -0.64
O -0.392 -4.122 -0.027 -0.64
H 2.005 2.449 0.917 0.37
H 3.570 -2.342 1.089 0.32
H -0.001 -4.949 -0.310 0.30
H 2.623 1.683 -0.233 0.42
H -1.038 -0.566 2.819 0.31
H -4.722 0.582 1.500 0.30
H 2.185 -2.314 1.700 0.32
H 0.819 1.521 2.625 0.33
H -1.127 -3.412 3.135 0.27
H 2.590 -0.236 -1.236 0.35
H -3.285 1.054 1.446 0.30
H 2.992 -0.449 0.208 0.39
H -3.170 0.608 -0.890 0.30
H 1.176 2.939 -3.135 0.33
H -1.739 2.223 -0.070 0.22
H 1.695 -0.256 -3.918 0.27
H 0.676 0.695 -3.326 0.29
H 0.090 2.695 -2.109 0.31
H 1.377 2.925 2.711 0.33
H -2.246 1.028 -2.013 0.38
H -0.127 -3.490 -0.695 0.36
H -2.463 3.400 -0.689 0.30
H -0.883 -3.183 1.658 0.36
H -1.201 -1.667 -2.125 0.31
H -1.154 0.788 3.486 0.30
H 0.298 -1.829 -2.256 0.35
```



Which one sits at the top of the stability order? arrangement x does.



Arrangement w

Entry from the OMol25 dataset: a structure of composition H26NeO13 (ωB97M-V/def2-TZVPD).

Summary:
- HOMO level: -10.94 eV
- Total charge: 0

```
40
Properties=species:S:1:pos:R:3:mulliken_charge:R:1
Ne 0.114 -0.279 0.419 0.10
O 0.690 3.742 1.202 -0.72
O 2.850 -0.472 0.892 -0.68
O 1.776 1.901 -0.682 -0.69
O 1.866 -2.507 -0.749 -0.62
O -2.175 0.105 -3.604 -0.66
O 1.115 -1.551 3.214 -0.65
O -0.882 -2.377 -0.871 -0.62
O -1.213 1.452 -1.439 -0.56
O 0.782 -3.990 1.297 -0.72
O -2.634 -0.161 0.460 -0.69
O 1.837 0.446 -3.321 -0.60
O -1.418 0.042 2.973 -0.69
O -1.889 3.103 0.731 -0.66
H 1.696 1.022 -4.073 0.28
H -2.265 -0.119 1.342 0.38
H 1.543 -2.407 3.202 0.30
H 0.175 -3.298 1.558 0.36
H 1.467 2.515 -0.015 0.40
H -3.127 0.124 -3.508 0.30
H -1.854 1.423 -0.730 0.33
H -0.750 0.726 2.941 0.29
H -1.845 0.525 -2.810 0.41
H 2.360 -3.039 -1.373 0.22
H 0.416 -4.335 0.482 0.32
H -0.217 3.452 1.102 0.43
H -2.278 -0.968 0.089 0.31
H 0.025 -2.075 -0.821 0.28
H 1.715 -3.088 -0.004 0.42
H 0.976 1.537 -1.061 0.24
H 1.745 -0.962 2.799 0.33
H -0.934 -0.773 2.839 0.33
H 1.572 0.970 -2.565 0.33
H -1.413 2.262 -1.910 0.29
H 0.982 3.339 2.019 0.34
H -1.996 3.331 -0.193 0.28
H 2.647 -1.053 0.159 0.36
H -1.148 -2.190 -1.771 0.31
H 2.438 0.360 0.659 0.35
H -2.748 3.266 1.120 0.27
```



Arrangement x

Entry from the OMol25 dataset: a structure of composition H26NeO13 (ωB97M-V/def2-TZVPD).

Summary:
- HOMO level: -10.18 eV
- Total charge: 0

```
40
Properties=species:S:1:pos:R:3:mulliken_charge:R:1
Ne 0.208 -0.112 -0.256 0.03
O 2.008 -2.529 0.432 -0.64
O -3.837 0.330 -0.361 -0.67
O -1.907 2.157 -1.606 -0.63
O 0.439 -1.177 -3.578 -0.60
O -1.925 0.759 2.839 -0.64
O 1.296 -0.960 3.179 -0.57
O 2.270 2.191 0.206 -0.74
O 2.904 -1.616 -1.869 -0.67
O 1.076 1.574 -2.444 -0.56
O 0.974 3.710 2.110 -0.65
O -1.499 2.936 0.935 -0.67
O -2.348 -1.843 0.295 -0.62
O 0.239 -4.434 -1.254 -0.61
H 0.555 -3.881 -0.539 0.33
H 1.224 3.523 3.015 0.33
H -1.847 -2.213 1.022 0.29
H 2.896 -2.438 -2.361 0.31
H -0.255 -1.729 -3.216 0.29
H 0.421 0.883 -2.547 0.32
H 1.413 -0.212 3.764 0.28
H 1.613 -1.710 3.683 0.29
H -1.491 2.465 -0.801 0.40
H 1.556 3.162 1.583 0.43
H -1.950 -0.190 2.962 0.27
H -3.207 0.798 -0.908 0.31
H -1.815 2.120 1.322 0.34
H 1.084 2.025 -3.288 0.25
H -1.936 -2.206 -0.489 0.23
H 1.498 -2.129 1.137 0.28
H -0.602 3.022 1.258 0.39
H -0.589 -4.034 -1.518 0.30
H -2.831 1.041 2.965 0.31
H -3.384 -0.474 -0.106 0.44
H 1.092 -1.124 -2.881 0.31
H -2.277 2.945 -2.002 0.27
H 2.606 -1.858 -0.993 0.42
H 1.990 1.496 -0.391 0.29
H 2.467 -3.256 0.852 0.28
H 1.873 2.986 -0.149 0.31
```



Which one sits at the top of the stability order? arrangement w does.